Formula: C51H83BF18O17S
Source: OMol25
Level of theory: the ωB97M-V functional and the def2-TZVPD basis

Summary:
Frontier orbital gap in eV: 8.41
HOMO level in eV: -8.2
Strongest force on any atom in eV Å⁻¹: 0.8
LUMO level in hartree: 0.0066

The geometry in XYZ format:
```
171
Properties=species:S:1:pos:R:3:forces:R:3
C 0.95268 7.59059 -2.01585 0.11 0.02 0.02
C 1.53160 6.94539 -3.28970 -0.07 0.04 0.19
C 0.97170 7.51535 -4.59071 0.00 -0.17 0.17
C -0.52013 7.24076 -4.76224 0.04 0.06 0.03
C -1.04712 7.64991 -6.14699 -0.14 -0.06 -0.01
C -2.39497 8.38387 -6.13959 -0.14 -0.17 -0.08
C -3.63195 7.45552 -6.18450 0.00 0.13 0.08
C -4.64796 7.69724 -5.06439 0.16 0.10 0.00
C -4.13229 7.46390 -3.64541 -0.11 -0.14 0.01
C -3.71461 6.02607 -3.32678 -0.19 -0.07 0.11
C -4.84258 4.99235 -3.54363 0.07 0.23 -0.18
C -4.69706 4.12513 -4.81236 0.27 -0.01 0.00
C -4.46059 2.62276 -4.58845 -0.05 -0.05 0.08
C -5.33167 1.99056 -3.48866 -0.13 -0.46 -0.24
C -4.56180 1.75389 -2.21778 0.19 0.75 0.15
O -3.65754 0.61292 -2.28126 -0.05 0.11 -0.03
S -2.89031 0.65263 -0.88119 -0.11 -0.05 -0.02
O -2.64080 -0.68721 -0.47849 0.01 -0.13 -0.07
O -1.81604 1.57975 -0.94459 0.15 0.07 0.03
O -4.06475 1.29739 -0.04001 -0.11 0.00 -0.28
C -5.26325 1.52925 -0.88077 -0.08 -0.48 0.42
C -6.13364 0.24571 -0.83988 0.15 -0.07 -0.34
C -5.86232 -0.66864 0.34575 -0.37 -0.31 0.20
C -6.23619 -0.08485 1.71057 -0.13 -0.09 0.21
C -7.74916 -0.20127 1.97821 0.02 0.17 -0.19
C -5.46967 -0.81799 2.81801 -0.03 0.06 0.06
C -3.95453 -0.62334 2.82839 0.11 0.04 0.28
C -3.51895 0.81829 2.84533 0.16 0.01 0.05
C -2.28375 1.22417 2.55634 -0.07 0.02 0.12
C -1.14554 0.24352 2.41397 -0.13 0.08 -0.14
C -1.95928 2.67495 2.31126 0.21 -0.09 0.07
B -6.07853 2.77800 -0.32536 0.21 0.16 0.01
C -7.48501 3.18346 -0.90169 0.03 -0.03 0.08
O -5.49939 3.48430 0.67976 0.00 0.09 -0.15
H 0.51796 6.85270 -1.34199 -0.06 0.00 -0.02
H 0.18005 8.32575 -2.24693 -0.02 -0.03 -0.01
H 1.72711 8.11125 -1.45194 -0.01 0.03 0.00
H 1.33852 5.86937 -3.27097 0.01 -0.01 -0.04
H 2.61721 7.05679 -3.28042 0.01 -0.01 -0.07
H 1.14175 8.59616 -4.62855 0.06 -0.01 -0.08
H 1.51893 7.06999 -5.42319 -0.01 0.10 -0.09
H -0.69846 6.17965 -4.56412 -0.04 -0.02 -0.06
H -1.07124 7.78512 -3.99002 -0.02 -0.01 0.01
H -1.15925 6.75596 -6.76821 0.12 0.04 -0.09
H -0.29728 8.26928 -6.64426 0.02 0.06 0.09
H -2.46608 9.02336 -5.25555 0.12 0.08 -0.03
H -2.43347 9.04794 -7.00509 -0.01 0.05 0.03
H -3.30864 6.41189 -6.18896 0.00 0.00 0.05
H -4.15430 7.61434 -7.13053 0.02 -0.12 -0.04
H -4.98574 8.73624 -5.13877 -0.06 -0.02 0.02
H -5.53490 7.07844 -5.23132 0.01 -0.02 -0.05
H -3.30017 8.13815 -3.42840 0.02 -0.01 -0.02
H -4.92943 7.73217 -2.94356 0.01 0.07 -0.01
H -3.42548 5.99872 -2.27366 0.17 0.02 -0.03
H -2.83382 5.74147 -3.90545 0.02 -0.01 0.03
H -4.90530 4.37297 -2.64806 -0.07 -0.05 -0.05
H -5.78900 5.53656 -3.60477 -0.05 -0.06 0.15
H -3.83528 4.49467 -5.37121 -0.06 0.01 -0.11
H -5.55122 4.26470 -5.47818 -0.12 -0.04 0.12
H -3.40803 2.44535 -4.35149 -0.01 0.00 0.04
H -4.64489 2.09774 -5.52584 0.06 0.04 -0.05
H -5.77343 1.05642 -3.84341 0.01 -0.04 0.10
H -6.16566 2.65175 -3.24751 -0.02 -0.01 0.01
H -3.90099 2.61645 -2.06261 -0.11 0.09 -0.06
H -5.96098 -0.31617 -1.76221 -0.05 -0.02 0.01
H -7.19256 0.51408 -0.83159 0.00 0.08 -0.07
H -6.48921 -1.55776 0.20595 0.03 -0.03 0.00
H -4.83902 -1.03773 0.35600 0.03 0.19 -0.14
H -5.98443 0.97932 1.75432 0.21 -0.05 -0.11
H -8.31768 -0.30661 1.05055 -0.01 0.00 0.00
H -7.97012 -1.06897 2.60122 -0.02 -0.05 -0.05
H -8.13616 0.68458 2.48417 0.00 -0.05 0.12
H -5.68792 -1.88718 2.71551 -0.01 -0.02 0.03
H -5.87983 -0.52142 3.78879 0.01 0.08 0.00
H -3.50183 -1.11460 1.96171 0.00 -0.02 0.04
H -3.55637 -1.14452 3.70903 -0.01 -0.06 -0.04
H -4.26559 1.57320 3.08438 -0.08 -0.02 -0.31
H -1.12312 -0.21206 1.41833 0.02 0.02 0.06
H -0.19286 0.75390 2.56280 0.04 -0.05 0.03
H -1.23184 -0.56155 3.14566 0.03 0.00 -0.01
H -2.84655 3.23518 2.02065 -0.04 0.04 0.11
H -1.48301 3.15212 3.17309 -0.05 -0.02 0.04
H -1.24230 2.74031 1.48892 -0.06 0.04 -0.04
H -8.22331 3.12978 -0.09387 -0.02 0.00 -0.03
H -7.47443 4.22152 -1.24629 -0.01 0.00 -0.03
H -7.84370 2.55180 -1.71261 -0.01 0.03 -0.02
H -6.00220 4.27177 0.91625 0.00 -0.06 0.13
C 4.54629 10.68553 -8.78164 0.02 -0.14 0.03
C 3.22747 10.53734 -9.50485 0.01 0.22 -0.04
O 2.86080 9.14615 -9.66720 0.02 -0.06 0.05
C 2.37540 8.54361 -8.59438 -0.02 0.07 -0.07
O 2.18626 9.02314 -7.51510 0.00 -0.10 -0.06
C 2.02659 7.07729 -8.94934 0.00 0.03 0.02
F 3.04099 6.47763 -9.57920 0.00 0.01 0.00
F 0.95739 7.05067 -9.75700 0.01 0.01 0.00
F 1.74197 6.38159 -7.85511 0.00 0.01 0.01
H 5.33117 10.13897 -9.30467 0.01 0.04 -0.03
H 4.82210 11.73912 -8.74143 0.00 0.00 -0.01
H 4.48128 10.30742 -7.76282 -0.03 0.04 0.01
H 3.29014 10.91666 -10.52191 -0.01 -0.06 -0.02
H 2.41965 11.05624 -8.98977 0.00 -0.07 0.06
C -4.13092 -4.21129 -0.30412 -0.07 -0.19 0.11
C -5.19904 -4.08087 -1.36412 0.17 0.38 -0.01
O -5.74459 -5.36646 -1.75099 0.00 -0.07 0.05
C -6.61412 -5.90083 -0.91326 -0.05 0.00 -0.02
O -7.03022 -5.43799 0.10821 0.02 -0.02 -0.05
C -7.09490 -7.26440 -1.46657 0.01 0.02 0.02
F -6.06513 -8.03388 -1.83450 0.00 0.01 0.01
F -7.87414 -7.07129 -2.54141 0.01 0.00 0.01
F -7.80088 -7.91806 -0.55133 0.00 0.01 0.00
H -3.33669 -4.87492 -0.64632 0.05 0.07 -0.01
H -3.70211 -3.23227 -0.08837 0.04 0.00 -0.05
H -4.53833 -4.61515 0.62227 -0.02 0.04 0.01
H -4.77899 -3.67321 -2.28103 -0.06 -0.09 -0.06
H -6.01564 -3.43482 -1.04299 -0.04 -0.09 0.05
C 1.12984 -2.47241 2.78258 -0.22 0.03 0.07
C 0.97025 -3.92697 3.16361 0.33 0.02 -0.25
O -0.19026 -4.14498 4.00134 -0.05 0.01 0.03
C -1.35934 -4.13749 3.38645 -0.05 0.02 0.02
O -1.57416 -3.98844 2.22033 0.00 -0.02 -0.02
C -2.49010 -4.38759 4.41308 0.02 0.01 -0.02
F -2.36683 -3.59237 5.48050 0.00 0.00 -0.01
F -2.44831 -5.66125 4.83674 0.01 0.01 0.00
F -3.67787 -4.16969 3.86128 0.00 -0.01 -0.01
H 1.17100 -1.84615 3.67463 0.07 -0.01 -0.01
H 2.05420 -2.34448 2.21973 0.02 -0.01 0.01
H 0.30006 -2.13115 2.16573 0.06 -0.05 -0.04
H 1.80940 -4.26252 3.76306 -0.08 -0.01 0.10
H 0.90418 -4.56936 2.28592 -0.14 0.01 0.01
C 1.82077 -10.37151 4.78817 0.14 0.07 -0.01
C 1.10212 -9.19674 5.40960 -0.19 -0.13 0.02
O 2.01577 -8.11137 5.71404 0.07 -0.01 -0.04
C 2.40255 -7.37420 4.69086 -0.05 0.06 -0.03
O 2.08651 -7.48035 3.54227 0.00 0.00 0.06
C 3.33797 -6.24722 5.18660 0.06 0.05 0.00
F 4.30842 -6.71967 5.98074 -0.03 -0.03 0.00
F 2.63624 -5.34213 5.88071 0.01 -0.04 0.04
F 3.91143 -5.62723 4.15866 -0.01 -0.04 0.01
H 2.62322 -10.71702 5.44029 -0.04 -0.03 0.02
H 1.11600 -11.18923 4.63970 0.00 -0.01 0.01
H 2.24847 -10.10679 3.82264 -0.05 0.00 -0.02
H 0.67218 -9.45909 6.37288 0.04 0.05 0.03
H 0.30849 -8.81563 4.76797 0.07 0.04 -0.05
C 7.84618 -6.10995 6.58865 0.17 -0.03 -0.03
C 7.48130 -7.53414 6.93914 -0.26 0.13 0.02
O 8.55489 -8.45462 6.62238 0.06 0.00 0.01
C 9.57293 -8.47309 7.46336 0.00 -0.04 0.03
O 9.70901 -7.83813 8.46724 -0.01 -0.02 -0.06
C 10.62207 -9.50489 6.98327 -0.01 0.05 -0.01
F 10.91616 -9.33152 5.68717 0.00 0.00 0.01
F 10.15510 -10.74885 7.14063 0.00 0.01 0.00
F 11.74580 -9.38425 7.68190 -0.04 -0.05 0.03
H 8.12222 -6.03563 5.53653 -0.06 0.01 -0.01
H 6.99007 -5.46136 6.77244 -0.01 -0.01 -0.01
H 8.68277 -5.75748 7.18989 -0.04 0.00 0.04
H 6.64356 -7.87947 6.33917 0.06 -0.07 -0.03
H 7.22070 -7.64153 7.99152 0.11 -0.01 0.02
C 14.05997 -7.41273 6.58245 0.04 0.20 0.03
C 14.07134 -7.52047 5.07577 -0.03 -0.27 0.02
O 13.98138 -6.21993 4.44433 0.02 0.06 0.02
C 15.09130 -5.50222 4.42833 0.02 0.00 -0.04
O 16.16620 -5.80696 4.85392 -0.06 0.01 -0.02
C 14.82530 -4.15431 3.71494 0.01 -0.02 0.02
F 13.72818 -3.55799 4.19423 0.01 -0.01 0.00
F 14.64680 -4.36068 2.40235 0.00 -0.01 0.01
F 15.85415 -3.33106 3.87384 0.00 -0.01 0.00
H 13.17001 -6.88117 6.92112 -0.03 -0.06 0.01
H 14.05510 -8.41008 7.01887 -0.01 -0.01 0.00
H 14.93613 -6.87964 6.94847 0.03 -0.04 -0.04
H 13.19623 -8.05522 4.71403 -0.02 0.07 -0.03
H 14.96218 -8.03010 4.70989 0.05 0.10 0.01
```
Positions in Å, forces in eV/Å.